# 1
The following is a DFT calculation (ωB97M-V/def2-TZVPD) of a structure of composition C15H37F6N3O12S.

XYZ file:
```
74
Properties=species:S:1:pos:R:3:mulliken_spin:R:1
H 3.64671 -0.53059 -4.21495 -0.0001
H 1.91022 2.50291 -1.66701 0.0000
O -1.85967 1.81313 -0.85239 -0.0002
C 0.31468 0.65505 -5.65497 0.0000
H -0.75802 0.46868 -5.60336 0.0000
F 1.95836 -3.13886 -3.27382 0.0000
O -0.26117 0.31514 3.43725 0.0011
C -2.16872 -0.22879 6.34359 0.0000
H 2.24253 3.25091 1.98614 0.0001
H 1.86833 1.23876 -2.50718 -0.0002
O -0.03888 -1.83716 2.63579 0.0004
H 1.95290 -1.75330 -0.56359 -0.0044
H -3.66230 2.49315 -0.01235 0.0000
N 1.29118 2.04660 -2.32173 -0.0001
O 3.90512 -0.15140 1.47919 0.8524
N 2.40205 2.64402 1.19472 0.0003
C -1.01190 0.96528 4.44509 0.0000
H -4.25245 3.56342 -2.24125 0.0000
O -1.64250 -5.63650 -0.13998 0.0000
H 1.10935 -0.51203 -0.21186 0.0033
O 0.17992 1.18675 0.20619 -0.0027
C -0.58557 -1.02716 3.41874 0.0009
C -2.59092 -2.32172 -0.05146 0.0002
H 0.84894 -1.97221 0.52292 0.0007
H -3.55783 -2.09237 -0.49933 0.0000
C 1.17759 -0.60454 -5.35783 0.0000
H -1.23968 -0.68106 6.69066 0.0000
H 4.92747 -0.84451 3.23049 0.0186
C -1.20603 3.07846 1.16533 -0.0001
H 1.32827 2.53089 -3.20726 0.0000
O -1.80729 -3.87390 1.46653 0.0000
S -1.01239 -4.30681 0.13928 -0.0002
C -2.06157 -0.02892 4.79852 0.0000
O 3.03267 -0.17154 -2.31405 0.0008
C -1.17054 1.64689 0.48090 0.0008
O 1.51434 -0.51476 -4.00229 -0.0001
H -2.83197 2.64784 -2.85754 0.0000
H -2.07239 -1.44898 0.34547 -0.0001
H 2.01427 -0.44470 -6.03791 0.0000
F 3.02130 -2.80231 -5.04477 0.0000
C -2.91221 -3.20790 1.14162 0.0000
O -1.58879 -1.25509 4.28365 0.0000
H 0.46448 1.53179 -5.02490 0.0000
H 5.15014 -1.93358 1.79089 0.0101
H -1.65025 0.75507 0.88417 0.0002
H -3.74969 -3.80407 0.77928 0.0000
H 0.49901 0.88758 -6.70381 0.0000
H -1.54302 1.80044 3.98845 0.0000
C 2.97154 -2.43023 -3.72017 0.0001
H -3.87654 1.25217 -1.11308 0.0000
H 3.70282 -1.68490 2.68846 0.0923
H -0.35904 1.40661 5.19815 0.0000
F -2.40587 3.31521 1.74979 0.0000
H 0.42027 1.78511 -1.88212 -0.0001
H 0.64884 -1.52949 -5.58804 0.0000
H 1.58253 2.14058 0.88647 0.0003
F -0.32226 3.19480 2.15882 0.0001
N 1.54850 -1.29961 0.24308 -0.0039
H -2.20104 0.76700 6.78569 0.0000
C -3.25350 2.13269 -0.95630 0.0000
H 3.02243 1.85826 1.32820 0.0003
F 4.05491 -2.88959 -3.04466 0.0000
H -2.94145 -0.97988 6.50749 0.0000
H 2.69559 3.21116 0.41223 0.0002
O -1.68351 -3.13925 -0.81347 0.0000
F -1.06881 4.10801 0.34032 0.0000
H 2.20114 -0.85753 0.87453 0.0208
H -3.22972 -2.54544 1.94688 0.0000
C -3.25834 3.18187 -2.00834 0.0000
H -2.57761 4.02309 -1.87766 0.0000
C 2.82389 -0.85573 -3.57827 -0.0003
H -3.02516 0.34680 4.45436 0.0000
O 0.45704 -4.25787 0.26288 0.0001
C 4.54925 -1.15180 2.25549 0.0085
```

Computed properties:
Orbital gap (alpha / beta) (eV): 7.31 / 4.93
Charge: +1
LUMO energy (alpha / beta) (eV): -3.2 / -5.5
HOMO energy (alpha / beta) (eV): -10.5 / -10.5
Multiplicity: 2

# 2
The following is a DFT calculation (ωB97M-V/def2-TZVPD) of a cluster of 4 separate species, C15H38BO6P in total.

XYZ file:
```
61
Properties=species:S:1:pos:R:3:lowdin_charge:R:1
H -2.60220 0.81140 4.50097 0.1127
H 5.85893 -2.80559 -1.57813 0.0652
H -0.56631 3.64384 -2.41042 0.0808
H -2.45352 1.82344 2.22471 0.1258
C -4.10168 0.05374 -2.56536 -0.0715
H -1.05986 -2.82593 -1.56438 0.0815
C 1.49256 3.55037 -1.76920 -0.2787
O 1.28289 3.97958 -0.43675 -0.1552
C 1.88484 1.84579 0.63238 -0.0705
H 1.53661 1.13610 1.38180 0.0555
O -0.66777 -1.44275 3.01588 0.1364
O -0.80855 0.72061 2.55304 -0.0310
H -0.06213 2.03050 -1.91110 0.0555
H -3.96142 -0.61425 -3.41579 0.0677
C -2.24428 0.78904 2.41464 -0.1770
H -2.51976 0.24645 1.52725 0.1073
C 4.18899 -1.54166 0.20953 -0.2816
H 6.73893 -0.74670 -0.36569 0.1071
H -3.34188 0.41666 -0.59793 0.1005
H -4.91965 1.81763 3.99162 0.0529
H -2.12158 -0.16022 -1.71685 0.1044
C -3.20330 -2.66609 -1.74758 -0.2779
H -5.35841 -0.67122 1.48839 0.0010
O -7.22217 0.30476 2.67226 -0.4939
H 6.04152 -2.24446 1.11437 0.0655
H -1.57265 -1.89394 -2.96874 0.0656
H -0.10553 2.59186 0.21892 0.1000
H -5.98939 -1.55283 3.48537 0.0051
C 0.26499 2.93704 -2.42262 -0.0795
H 5.18594 -1.02236 2.05106 0.0810
H 0.39895 -0.10260 3.96399 0.1475
H -3.96710 -2.64429 -2.53261 0.1079
C -3.16810 -0.28471 -1.41589 -0.2890
H 1.78479 4.44416 -2.32065 0.1179
O -3.37388 -1.57229 -0.86334 -0.1729
H -1.73705 -3.64786 -2.98012 0.0776
H 4.57952 -2.68715 1.99082 0.0771
H 2.85769 2.23227 0.93886 0.0874
H -3.91915 1.07198 -2.90994 0.0778
C 0.88560 2.97944 0.48282 -0.2801
P -5.89859 -0.33841 2.76064 0.6547
C -3.02403 0.33586 3.62407 -0.1857
H 2.02938 1.29944 -0.30082 0.0670
H 7.04941 -1.92466 -2.53231 0.0766
C -0.35152 -0.34256 3.21234 -0.4059
H 4.01333 -2.42545 -0.41409 0.1079
O 4.69682 -0.47690 -0.57262 -0.1678
C 6.05474 -1.86260 -2.08988 -0.0797
B -4.52894 0.78521 3.55750 -0.1447
C 5.97529 -0.67293 -1.14818 -0.2817
H 5.32250 -1.76248 -2.89229 0.0807
H -3.39718 -3.55634 -1.14962 0.1186
H 0.77336 3.48657 1.44153 0.1197
H -2.97063 -0.73082 3.75184 0.0940
H -5.14210 -0.02701 -2.24792 0.0834
C 5.05154 -1.89445 1.40963 -0.0772
H 3.21096 -1.20692 0.55707 0.1089
C -1.81264 -2.76045 -2.35126 -0.0766
H 0.48333 2.67431 -3.45828 0.0767
H 6.18718 0.24046 -1.70402 0.1178
H 2.34234 2.86034 -1.81892 0.1079
```

Computed properties:
Orbital gap (eV): 8.69
LUMO energy (eV): -0.9
SMILES string: O=COCCB[PH2]=O.CCOCC.CCOCC.CCOCC
ΔE to the lowest compared entry with this formula, charge and spin (kJ/mol): 49.5
HOMO energy (eV): -9.6

# 3
The following is a DFT calculation (ωB97M-V/def2-TZVPD) of a cluster of 7 separate species, C15H38Br4N4O8 in total.

XYZ file:
```
69
Properties=species:S:1:pos:R:3:mulliken_spin:R:1
C 14.28447 -12.36852 -7.33479 -0.0108
H 14.90549 -16.20759 -5.58465 0.0004
O 15.55851 -15.67073 -11.83393 0.0069
C 18.94065 -20.00157 -9.46888 0.0099
H 13.55592 -12.91359 -7.93495 -0.0012
H 16.70928 -16.33724 -9.80663 0.0046
H 20.96679 -19.45124 -6.87723 -0.0003
Br 13.09427 -13.53753 -4.95243 0.0002
H 17.02563 -14.32748 -5.04955 0.0026
Br 18.74991 -14.37310 -3.11711 0.0000
H 18.74760 -16.25687 -5.36644 0.0066
H 19.02999 -17.94613 -3.33532 0.0001
C 18.51925 -13.00768 -5.69611 -0.0173
H 20.84575 -16.56283 -9.43557 0.0114
H 16.26035 -15.51914 -7.02351 0.0019
O 19.91709 -17.99739 -5.21709 -0.0018
Br 19.72820 -11.52919 -5.05869 0.0008
H 19.06619 -13.80052 -6.20636 0.0176
H 12.67687 -11.36179 -6.21441 0.0002
C 20.10831 -17.35571 -9.56059 -0.0001
N 15.47926 -18.15548 -5.31678 0.0000
O 19.77098 -14.05541 -9.64133 0.2452
H 16.67227 -13.45598 -10.27918 0.0082
H 17.95481 -12.27364 -10.77259 0.0023
Br 14.78075 -10.67374 -8.27512 0.0049
N 19.88298 -17.97332 -8.14512 -0.0475
H 14.26235 -11.25424 -5.48553 -0.0001
C 15.26339 -16.78340 -4.73117 -0.0004
H 21.42555 -19.32704 -8.47940 0.0008
H 18.80216 -19.45980 -4.22223 0.0000
H 17.78324 -12.65627 -6.41921 0.0014
H 18.08989 -20.68295 -9.46382 -0.0001
C 15.72161 -16.79620 -9.76216 0.0211
H 15.11932 -16.31832 -8.98952 0.0062
H 16.06818 -16.47484 -4.06394 -0.0001
H 20.32635 -16.18673 -7.04675 -0.0241
H 18.79770 -16.19237 -7.88628 -0.0454
C 13.59679 -11.91875 -6.03649 -0.0005
H 22.60541 -17.13735 -8.22443 0.0006
C 17.69300 -13.10766 -10.12147 -0.0120
C 22.32990 -17.74764 -7.36435 0.0006
O 15.85353 -19.00254 -4.54600 -0.0001
C 17.62499 -13.53782 -4.59644 -0.0046
O 15.27418 -18.36407 -6.51814 -0.0007
N 18.77493 -14.10429 -10.36562 0.5022
N 15.10364 -16.50637 -11.06517 -0.0082
H 15.15073 -13.02497 -7.25246 0.0068
H 17.84289 -18.38611 -8.45739 0.0115
C 19.50693 -18.65536 -4.01179 -0.0001
C 18.89913 -17.19953 -5.89229 -0.0130
O 16.88333 -14.96813 -7.53618 -0.0344
H 16.87711 -12.83262 -4.23386 -0.0003
H 15.78495 -17.86209 -9.54319 -0.0044
H 14.47904 -16.92753 -3.98811 0.0000
C 21.15414 -18.69174 -7.63629 0.0083
H 23.20450 -18.36032 -7.14578 0.0003
C 19.46041 -16.80728 -7.27734 0.1203
H 17.65451 -12.90445 -9.05127 0.0151
O 18.51511 -15.00920 -11.17717 0.2277
H 20.37350 -19.16681 -3.59276 -0.0001
H 22.16792 -17.08695 -6.51267 -0.0007
H 19.15666 -16.99306 -9.94910 0.0072
H 19.68518 -20.77456 -9.27850 0.0001
H 17.90406 -17.63758 -5.97005 0.0001
C 18.74121 -18.97614 -8.27579 -0.0148
O 14.06528 -17.15124 -11.24182 -0.0026
H 18.94123 -19.56539 -10.46780 -0.0023
H 18.61308 -19.48562 -7.32074 -0.0002
H 20.57938 -18.00809 -10.29583 -0.0063
```

Computed properties:
Orbital gap (alpha / beta) (eV): 2.44 / 6.16
Charge: -1
LUMO energy (alpha / beta) (eV): 1.9 / 1.9
HOMO energy (alpha / beta) (eV): -0.5 / -4.2
Multiplicity: 2

no.,total energy (eV),F_max (eV Å⁻¹)
1,-72322.670,4.84
2,-38418.466,3.58
3,-318670.065,4.84